71
Properties=species:S:1:pos:R:3:mulliken_charge:R:1 method="wB97M-V/def2-TZVPD" e_above_lowest_ev=0.000 orbital_gap_ev=5.41 total_charge=+1 e_lumo_ev=-5.5 e_tot_ha=-1516.3777
O -3.7612 -6.0633 -3.3916 -0.3712
C -5.1899 -6.2445 -3.1179 -0.4500
C -5.2177 -7.6846 -3.6512 -0.8517
H -5.8058 -5.5477 -3.7048 0.2889
H -5.4140 -6.1635 -2.0445 0.2718
C -3.7156 -7.4082 -3.9561 1.5374
H -5.8314 -7.8280 -4.5456 0.3053
H -5.3768 -8.4494 -2.8854 0.3074
C -3.4250 -7.4120 -5.4440 -1.6488
H -4.1468 -6.7984 -5.9928 0.3800
H -3.4926 -8.4372 -5.8267 0.3943
H -2.4134 -7.0431 -5.6349 0.3716
C -2.7604 -8.3162 -3.2086 -1.7032
H -2.9817 -8.3388 -2.1372 0.3699
H -1.7314 -7.9771 -3.3581 0.3764
H -2.8417 -9.3375 -3.5978 0.4058
Sn -0.4560 0.3788 -0.0670 1.6514
C 1.2618 -0.2318 2.4677 -0.4530
C 0.0712 0.5092 2.6730 -0.7120
C -1.0450 -0.3416 2.3287 -0.7618
H -0.0064 1.5177 3.0735 0.5479
C -0.5053 -1.6359 1.9771 -0.4477
C 0.9053 -1.5460 2.0451 -0.5917
H 1.6002 -2.3757 1.9005 0.4481
H 2.2683 0.1242 2.6663 0.4736
H -2.0996 -0.0980 2.4532 0.6791
H -1.0969 -2.5383 1.8254 0.5248
C 2.1408 1.3099 -1.2181 -0.1273
C 2.5381 -0.0500 -1.0778 -0.8384
C 1.6812 -0.8533 -1.8731 -0.2337
H 3.3939 -0.4070 -0.5119 0.4934
C 0.7213 0.0037 -2.5026 -0.8360
C 1.0306 1.3572 -2.1177 -0.7246
H 0.5515 2.2515 -2.5174 0.6310
H 2.6107 2.1769 -0.7529 0.3495
H 1.7859 -1.9168 -2.0683 0.4975
H -0.0279 -0.2910 -3.2369 0.5012
O -1.6493 -1.5276 -0.9608 -0.1835
C -1.2569 -2.8601 -1.3997 -0.5895
C -2.5239 -3.6915 -1.3436 -0.3836
H -0.4498 -3.2175 -0.7430 0.2979
H -0.8623 -2.7753 -2.4276 0.3119
C -3.6301 -2.6603 -1.6090 -0.7105
H -2.6551 -4.1187 -0.3349 0.2535
H -2.5268 -4.5059 -2.0686 0.2510
C -3.1064 -1.4078 -0.9324 -0.4349
H -4.6038 -2.9601 -1.2194 0.4000
H -3.7202 -2.4927 -2.6930 0.2557
H -3.4226 -1.3482 0.1222 0.2993
H -3.3815 -0.4697 -1.4372 0.3201
C -2.5388 4.9355 0.9076 -1.7914
C -1.4454 4.7018 -0.1395 1.2995
C -1.7069 5.5896 -1.3415 -1.7359
O -1.5875 3.3459 -0.5990 -0.5574
B -0.7064 2.6421 0.1873 0.8894
O 0.1292 3.3710 1.0035 -0.7093
C 0.0096 4.7132 0.4947 1.4354
C 1.1102 4.9458 -0.5436 -1.6148
C 0.2523 5.6337 1.6727 -1.7863
H -2.4289 4.2702 1.7758 0.2670
H -3.5140 4.7390 0.4447 0.4592
H -2.5402 5.9725 1.2602 0.3835
H -2.7307 5.4212 -1.6975 0.4487
H -1.6163 6.6515 -1.0797 0.3545
H -1.0323 5.3732 -2.1773 0.3462
H 1.0952 5.9854 -0.9027 0.3785
H 2.0920 4.7758 -0.0774 0.4525
H 1.0216 4.2776 -1.4151 0.1356
H -0.4371 5.4230 2.4970 0.3733
H 1.2695 5.4739 2.0468 0.4692
H 0.1644 6.6906 1.3884 0.3602